C55H46BFeN2O8P2S | the ωB97M-V functional and the def2-TZVPD basis

The total charge is -1. For the HOMO energy (alpha / beta), the calculation gives -2.91 / -4.57 eV. The HOMO-LUMO gap (alpha / beta) comes out at 5.009 / 6.674 eV. As for the spin multiplicity: 5.

```
116
Properties=species:S:1:pos:R:3:forces:R:3:mulliken_spin:R:1
Fe 0.147 -0.352 0.275 0.460 -0.234 0.445 2.931
S -0.200 -2.826 -0.229 -0.646 0.149 -0.574 -0.015
P 0.467 -0.169 -2.010 -0.050 0.030 -0.745 -0.013
P -2.167 -0.372 0.573 -0.570 -0.112 0.371 -0.071
O 1.433 3.973 0.688 -0.106 0.001 -0.045 -0.006
O 1.227 3.242 3.014 -0.094 -0.195 -0.363 0.044
O -0.724 3.472 1.478 0.043 0.085 -0.022 0.004
O 0.836 1.612 1.300 -0.044 -0.098 -0.032 0.170
O 1.945 -1.104 5.036 -0.064 0.053 0.016 0.036
O 0.487 -4.130 -0.106 0.322 -0.124 0.166 0.018
O 0.793 -1.291 2.180 -0.127 0.228 -0.215 0.221
O 2.033 1.746 5.802 -0.001 -0.107 -0.068 0.169
N 2.765 -0.693 0.178 0.133 0.159 0.049 0.006
N 4.709 -0.730 1.194 0.015 0.076 -0.043 0.005
C -0.182 7.128 -0.351 -0.164 0.064 0.032 0.001
C 0.211 1.537 -4.299 -0.025 -0.048 0.043 -0.001
C -3.631 1.144 4.707 0.057 0.022 -0.006 0.003
C 0.854 6.191 -0.182 0.092 -0.149 -0.085 0.002
C -4.138 -0.021 2.662 -0.006 -0.011 -0.011 -0.008
C -1.078 2.102 -2.357 0.163 -0.054 0.079 -0.028
C 0.576 4.980 0.405 -0.005 0.052 0.022 0.001
C -2.295 -4.466 0.456 0.243 -0.147 -0.020 -0.002
C -1.210 -3.881 -2.581 -0.011 -0.125 0.084 0.006
C 4.751 -0.460 -3.696 -0.039 -0.019 0.004 0.003
C -0.662 -2.742 -2.007 0.144 0.269 -0.033 0.026
C -3.738 -0.030 -1.733 0.055 -0.011 0.100 -0.005
C -0.816 -1.617 -4.114 0.053 0.002 -0.004 -0.005
C 1.681 -0.200 4.282 0.105 -0.148 0.094 0.010
C 0.148 8.507 -0.924 0.041 0.044 -0.053 0.000
C -5.074 1.910 -2.208 0.017 0.020 0.004 0.005
C 2.963 0.783 -2.679 -0.085 -0.076 -0.032 0.002
C 0.517 8.374 -2.407 0.002 -0.015 0.019 0.000
C -1.021 9.488 -0.798 0.054 -0.066 0.011 0.000
C -1.925 0.789 3.061 -0.034 -0.038 -0.086 -0.012
C -1.588 -3.882 -3.910 0.004 0.044 0.016 -0.002
C -1.264 3.439 -4.340 0.022 -0.033 0.038 0.001
C 1.336 9.107 -0.150 -0.064 -0.037 -0.007 0.000
C -4.574 -3.747 0.598 0.004 -0.034 -0.018 0.003
C -4.536 0.478 3.890 -0.080 -0.034 -0.042 0.000
C -1.904 -3.147 0.294 -0.132 0.149 0.128 0.066
C 4.367 -2.044 0.975 -0.097 -0.191 -0.034 0.003
C 3.165 -2.001 0.345 0.087 0.095 0.026 0.008
C 1.223 1.046 2.458 0.232 -0.225 0.481 -0.001
C -3.632 -4.768 0.636 -0.092 0.068 0.010 -0.002
C -0.413 -1.604 -2.777 -0.065 -0.059 0.132 -0.023
C -3.373 0.506 -0.497 0.159 0.075 -0.186 -0.013
C -1.627 3.184 -3.027 -0.082 0.106 -0.030 0.000
C -2.811 -2.098 0.408 0.089 -0.001 -0.013 -0.033
C 3.925 -1.569 -3.781 0.113 -0.020 -0.046 -0.003
C -0.714 4.671 0.862 -0.030 0.015 -0.043 0.000
C 4.265 0.719 -3.140 0.044 0.057 -0.018 -0.004
C -4.164 -2.429 0.486 0.013 -0.067 -0.014 -0.006
C -1.409 -2.735 -4.673 0.001 -0.059 -0.036 0.000
C 1.778 1.337 4.674 0.036 0.299 0.151 0.087
C 3.816 1.537 0.701 0.036 -0.003 0.029 -0.017
C -1.464 6.781 0.051 -0.030 0.018 -0.061 0.000
C 1.213 -0.284 2.869 -0.137 0.071 -0.523 0.143
C 1.470 1.995 3.456 0.020 0.030 -0.014 0.314
C -4.678 2.472 -1.002 -0.023 0.030 -0.027 -0.003
C 2.121 -0.327 -2.779 0.106 -0.002 0.178 0.010
C 2.616 -1.505 -3.321 -0.155 0.027 0.030 0.003
C -3.826 1.780 -0.154 0.067 -0.091 0.040 0.009
C -2.320 1.300 4.290 -0.066 0.032 0.085 0.016
C -1.748 5.553 0.664 -0.004 -0.100 0.013 0.000
C -4.590 0.663 -2.577 -0.028 0.014 -0.061 -0.008
C -2.819 0.123 2.231 0.167 0.064 -0.037 -0.032
C -0.174 1.251 -2.987 -0.083 0.052 0.190 -0.063
C -0.334 2.620 -4.969 0.002 0.005 -0.055 0.000
C 3.718 0.052 0.691 0.044 -0.097 -0.027 -0.010
B 0.701 3.085 1.604 -0.018 0.131 0.347 -0.002
H 2.563 -2.829 0.016 -0.054 -0.078 0.063 0.002
H -3.347 -0.997 -2.033 -0.047 -0.015 -0.011 0.002
H -3.495 2.233 0.774 -0.043 0.009 0.031 0.001
H -3.955 1.551 5.657 0.020 -0.027 0.013 0.000
H -2.028 -4.769 -4.348 0.002 -0.004 0.006 0.000
H -1.311 9.611 0.247 -0.047 0.018 -0.016 0.000
H 4.712 1.861 0.165 -0.013 0.008 -0.012 0.001
H -0.352 8.056 -2.986 0.013 -0.018 -0.008 0.000
H -4.873 0.231 -3.530 0.010 -0.008 0.006 0.000
H 1.980 -2.380 -3.384 0.036 -0.007 -0.005 0.002
H 2.944 1.977 0.230 0.013 0.002 -0.017 0.001
H 3.873 1.918 1.723 -0.030 0.027 -0.014 -0.001
H -1.323 1.931 -1.317 -0.051 0.046 0.044 0.065
H -1.714 -2.723 -5.712 -0.001 0.028 0.005 0.000
H -3.947 -5.794 0.777 0.027 -0.009 -0.016 0.000
H -0.907 0.924 2.739 -0.077 -0.002 0.024 -0.006
H 5.770 -0.510 -4.058 0.002 -0.010 0.012 0.000
H -5.629 -3.978 0.672 0.001 0.009 0.005 0.000
H -5.565 0.353 4.206 0.007 0.013 0.006 0.000
H -1.601 1.824 4.906 0.020 -0.010 -0.015 -0.006
H 1.301 7.628 -2.544 0.016 0.030 -0.021 0.000
H 5.534 -0.399 1.659 0.009 0.030 0.038 0.000
H -0.719 10.464 -1.185 -0.001 -0.001 -0.012 0.000
H 1.456 10.165 -0.395 0.039 -0.014 -0.046 0.000
H -5.031 3.457 -0.720 0.012 0.003 0.005 0.000
H 1.167 9.017 0.924 0.022 0.041 0.007 0.000
H 0.950 0.919 -4.793 0.032 -0.009 -0.005 0.000
H -2.328 3.833 -2.518 0.036 -0.001 0.039 0.001
H -2.289 7.466 -0.093 0.054 0.057 0.049 0.000
H -1.685 4.285 -4.868 0.003 0.008 0.014 0.000
H -0.657 -0.740 -4.726 -0.013 0.006 0.003 -0.001
H 0.870 9.328 -2.812 -0.005 0.001 0.014 0.000
H -1.892 9.161 -1.368 -0.006 -0.011 0.017 0.000
H -2.750 5.323 1.004 0.015 -0.034 0.014 0.000
H 2.271 8.597 -0.386 -0.001 -0.012 0.022 0.000
H 1.870 6.404 -0.489 -0.009 0.027 0.012 0.000
H -1.534 -5.238 0.427 -0.007 0.019 -0.011 -0.001
H -1.336 -4.768 -1.975 -0.010 -0.012 0.006 -0.001
H 2.587 1.697 -2.231 0.047 0.019 -0.004 0.004
H -4.912 -1.651 0.439 0.009 0.044 0.037 -0.001
H 4.301 -2.492 -4.206 -0.012 -0.004 0.013 0.000
H -4.876 -0.508 2.043 -0.016 0.000 -0.013 0.001
H -5.745 2.449 -2.864 0.013 0.002 -0.004 0.000
H 4.908 1.587 -3.063 -0.018 -0.001 0.011 0.000
H 4.974 -2.869 1.301 0.013 0.040 0.009 0.000
H -0.026 2.832 -5.986 0.006 -0.010 0.003 0.000
```
Positions in Å, forces in eV/Å.



C55H46BrKN8O8 | the ωB97M-V functional and the def2-TZVPD basis

The total charge is -2. For the HOMO energy, the calculation gives -2.35 eV. The HOMO-LUMO gap comes out at 5.789 eV. As for the spin multiplicity: 1.

```
119
Properties=species:S:1:pos:R:3:forces:R:3:lowdin_charge:R:1
Br 3.246 1.273 0.704 0.128 0.319 0.046 -0.408
K -0.096 -2.528 0.013 -0.024 -0.249 0.380 0.848
O -4.326 -0.914 0.868 0.178 -0.080 -0.097 -0.082
O -2.308 -1.113 -2.825 0.145 0.063 0.016 -0.047
O -2.249 -6.054 -8.034 0.022 -0.034 -0.085 -0.098
O 8.122 -4.959 5.862 0.141 -0.042 0.017 -0.128
O 1.689 -1.835 1.484 0.781 0.449 0.924 -0.138
O 7.494 1.520 -5.195 0.057 0.017 -0.078 -0.099
O -2.085 -1.625 -0.639 -1.223 0.699 -0.666 -0.242
O -3.236 -9.703 4.145 -0.027 -0.078 -0.014 -0.096
N 1.835 -4.471 1.492 0.182 0.101 -0.130 0.151
N 0.170 -4.813 -0.883 0.087 -0.497 -0.224 0.033
N 2.224 -1.590 0.442 0.185 -0.198 -0.087 -0.121
N 3.446 -2.147 0.276 -0.090 -0.066 -0.253 0.026
N -2.069 -0.427 2.397 0.067 -0.195 0.071 0.132
N -1.162 0.302 -1.483 0.197 -0.010 -0.081 -0.023
N 1.711 -2.695 -2.203 0.232 -0.025 0.357 0.129
N -0.268 0.424 -0.386 -0.162 -0.425 -0.215 0.026
C -1.390 -5.959 -2.104 0.010 0.061 -0.090 -0.015
C -2.633 0.617 1.807 0.010 -0.032 0.105 -0.276
C 2.704 -4.222 2.453 -0.070 -0.265 0.314 -0.257
C 6.817 -3.264 4.777 -0.042 0.083 -0.033 -0.008
C 1.097 -2.177 -4.374 0.118 0.012 0.070 -0.002
C -3.146 -11.070 3.813 -0.011 0.047 0.038 -0.110
C -2.461 -8.837 3.415 0.062 -0.019 -0.041 -0.288
C 2.506 -1.749 -2.665 -0.065 0.031 -0.252 -0.221
C -1.458 -6.817 -8.914 -0.048 0.017 0.022 -0.112
C -1.895 -0.908 -1.671 -0.490 0.009 0.197 -0.770
C 0.872 -5.298 2.028 -0.027 -0.095 -0.044 -0.238
C -0.969 -6.923 2.022 -0.050 0.154 0.035 -0.210
C 5.628 -2.279 0.851 -0.041 0.016 0.069 0.011
C -0.033 -4.096 -3.220 0.394 -0.025 0.100 -0.033
C 0.216 -5.259 -5.408 -0.010 -0.048 -0.067 -0.014
C 6.115 1.337 -3.309 0.001 -0.018 0.078 0.003
C 5.569 -1.672 -0.347 -0.058 0.129 -0.001 0.011
C 6.136 -0.485 -4.882 -0.073 -0.003 0.017 -0.026
C -0.145 -5.905 1.298 0.153 0.056 -0.195 -0.044
C 5.789 -2.914 3.912 0.007 0.060 0.067 -0.021
C -1.519 -9.240 2.478 0.015 0.069 -0.038 -0.023
C -0.576 -4.522 -4.544 -0.395 0.091 0.177 -0.209
C 5.206 0.652 -2.521 -0.036 0.059 0.021 -0.019
C -1.898 -4.261 -4.905 -0.059 0.071 0.049 -0.001
C 2.306 -4.867 3.700 0.026 0.131 0.010 -0.029
C 3.748 -1.315 -2.038 0.014 -0.162 -0.207 -0.062
C 6.416 -5.584 4.299 -0.057 0.010 -0.039 -0.006
C -0.297 -5.777 -6.597 -0.033 0.060 0.051 -0.025
C 5.392 -5.224 3.433 0.076 -0.027 0.001 -0.015
C -2.071 1.892 1.870 -0.020 0.045 -0.002 -0.060
C 3.961 -3.508 2.292 -0.080 -0.154 -0.069 -0.055
C 5.218 -1.163 -4.081 0.052 0.040 -0.028 -0.030
C 9.409 -4.955 5.267 -0.027 -0.003 0.049 -0.095
C 0.859 -3.039 -3.227 -0.120 -0.073 -0.156 -0.243
C -0.244 0.963 3.090 0.019 -0.002 0.021 -0.080
C -0.896 -0.254 3.011 -0.163 0.101 -0.077 -0.144
C 6.581 0.773 -4.490 -0.054 -0.097 0.010 -0.289
C -2.658 -7.483 3.660 -0.018 0.020 0.021 -0.002
C -1.925 -6.540 2.963 0.002 0.008 -0.016 -0.011
C 7.122 -4.600 4.974 -0.061 -0.025 -0.074 -0.319
C -3.937 0.415 1.049 0.090 -0.061 0.007 -0.240
C 5.062 -3.885 3.224 -0.152 0.103 0.106 -0.193
C 4.741 -0.609 -2.902 -0.144 0.132 -0.012 -0.207
C -0.444 -5.711 -0.083 -0.106 -0.224 -0.049 -0.260
C 7.799 1.101 -6.503 0.015 -0.003 0.038 -0.111
C 2.114 -1.358 -4.021 0.069 0.041 0.021 -0.019
C -0.863 2.065 2.517 -0.013 0.023 0.033 -0.095
C -0.781 -8.276 1.793 0.002 -0.070 0.030 -0.022
C -1.628 -5.547 -6.918 0.134 -0.001 0.032 -0.288
C 4.197 -1.637 -0.801 0.117 -0.067 0.175 -0.198
C -0.387 -4.919 -2.101 0.000 -0.289 0.073 -0.245
C -1.446 -6.440 -0.829 0.107 0.024 0.037 -0.023
C -2.419 -4.767 -6.082 -0.046 0.011 0.034 0.000
C 1.161 -5.540 3.432 0.051 -0.006 -0.098 -0.016
C 4.292 -2.674 1.271 0.081 0.119 -0.080 -0.122
H -2.136 -7.225 -9.661 -0.011 0.022 -0.029 0.084
H -2.505 -3.644 -4.250 0.021 -0.017 -0.007 0.129
H 2.556 -0.560 -4.599 -0.016 -0.033 -0.007 0.102
H -3.867 -11.585 4.442 -0.009 -0.005 0.013 0.085
H -3.395 -11.243 2.762 0.004 0.004 -0.009 0.093
H 2.811 -4.771 4.650 0.020 -0.090 -0.039 0.101
H -1.989 -6.264 -2.949 -0.011 -0.003 0.023 0.096
H -0.456 -1.142 3.456 0.009 0.025 -0.032 0.103
H 5.532 -1.870 3.772 -0.012 -0.024 -0.004 0.130
H -3.832 0.934 0.086 0.005 0.032 -0.004 0.117
H 4.821 1.089 -1.599 0.013 -0.010 -0.045 0.034
H 6.928 1.182 -7.161 -0.025 -0.040 0.005 0.096
H 9.463 -5.668 4.439 -0.014 -0.006 -0.018 0.088
H -0.035 -8.586 1.071 -0.028 -0.005 -0.007 0.126
H 6.402 -1.317 -0.933 -0.005 -0.030 -0.009 0.116
H 10.120 -5.245 6.039 0.001 -0.002 0.011 0.082
H 6.478 -0.947 -5.797 0.001 0.012 0.019 0.092
H 0.658 0.056 -0.589 0.108 0.191 -0.160 0.014
H 9.669 -3.961 4.892 -0.011 0.013 -0.011 0.087
H -2.095 -7.208 -0.439 -0.026 0.010 -0.043 0.095
H -1.343 -10.286 2.271 0.005 0.003 -0.004 0.094
H 0.348 -6.359 -7.241 0.008 0.011 -0.003 0.092
H 4.843 -5.988 2.897 -0.025 0.011 0.045 0.125
H 6.668 -6.625 4.462 0.000 0.013 0.003 0.115
H -3.604 -1.339 0.349 -0.044 0.044 0.054 0.052
H -2.094 -5.484 3.143 0.015 -0.014 0.012 0.131
H -0.701 -6.202 -9.410 0.031 0.003 0.023 0.093
H -2.571 2.725 1.387 0.021 -0.019 -0.023 0.106
H -0.810 0.619 -2.376 0.102 0.002 -0.020 0.107
H 1.249 -5.449 -5.140 -0.018 -0.011 -0.010 0.125
H 6.469 2.320 -3.024 -0.009 -0.023 -0.001 0.116
H -0.960 -7.644 -8.399 -0.020 -0.023 0.008 0.086
H -4.740 0.912 1.604 -0.017 0.046 0.002 0.113
H 0.579 -6.149 4.107 -0.007 0.046 0.010 0.098
H 8.169 0.073 -6.533 0.046 -0.002 0.017 0.080
H 0.534 -2.185 -5.294 0.011 0.023 0.019 0.110
H 6.522 -2.498 1.412 -0.006 -0.073 -0.041 0.107
H -0.390 3.039 2.554 0.018 -0.011 -0.022 0.100
H -3.448 -4.580 -6.365 0.018 0.016 0.009 0.115
H 0.725 1.044 3.564 0.010 -0.019 -0.068 0.095
H 7.372 -2.505 5.315 -0.015 -0.015 0.012 0.117
H 8.585 1.762 -6.862 -0.017 0.036 -0.016 0.084
H -0.150 1.399 -0.157 -0.032 0.042 0.089 0.056
H -3.393 -7.191 4.400 -0.008 0.017 -0.044 0.116
H -2.148 -11.471 4.012 0.013 0.001 0.003 0.088
H 4.875 -2.147 -4.381 -0.024 0.041 -0.024 0.122
```
Positions in Å, forces in eV/Å.